# 1
Computed, not measured: a cluster of 4 separate species, C29H64BrClI2O5P3S2 in total, with ωB97M-V/def2-TZVPD.

Results
frontier orbital gap	0.2425	Ha
E_tot	-6969.4234	hartree
charge	-1
E_HOMO	-4.51	eV
E_LUMO	2.09	eV

```
107
Properties=species:S:1:pos:R:3:mulliken_charge:R:1
C 3.677 -0.511 -1.450 -0.216
C 3.764 -2.155 -1.401 -0.433
O 2.550 -2.679 -0.753 -0.367
P 1.176 -2.646 -1.843 0.946
O 1.499 -2.034 -3.266 -0.801
C -0.211 -1.630 -0.897 -0.254
C -1.527 -1.844 -1.803 -1.792
P -3.226 -1.211 -1.205 0.539
S -5.054 -0.739 -0.159 -0.044
S -2.261 -0.132 0.439 -0.111
C -4.065 -2.203 -2.623 -0.538
C -5.372 -3.091 -2.254 0.397
O -6.654 -2.740 -2.190 -0.492
Cl -5.149 -4.955 -1.969 -0.199
C -3.135 0.433 -2.171 -0.380
I -1.196 1.564 -2.318 0.022
C -4.196 1.179 -2.871 -0.334
C -3.914 2.651 -3.626 -1.077
I -6.244 0.547 -3.053 0.079
P -3.227 -2.950 0.175 0.511
O -2.239 -2.645 1.588 -0.470
Br -5.295 -3.144 1.214 -0.245
O 0.677 -4.343 -2.011 -0.481
C 0.710 -5.011 -0.700 0.060
C 1.995 -6.074 -0.638 -0.946
H 3.544 -0.121 -0.340 0.222
H 2.758 -0.093 -2.060 0.217
H 4.655 -0.110 -1.952 -0.073
H 4.034 -2.660 -2.423 0.308
H 4.669 -2.407 -0.665 0.227
H 0.265 -0.575 -0.824 0.359
H -0.185 -2.111 0.163 0.092
H -1.325 -1.486 -2.912 0.361
H -1.582 -3.039 -1.867 0.561
H -4.952 0.650 0.088 0.206
H -3.176 -0.006 1.505 0.166
H -3.323 -3.029 -3.081 0.293
H -4.183 -1.506 -3.589 0.387
H -3.545 3.466 -2.835 0.263
H -3.122 2.536 -4.512 0.256
H -4.877 3.094 -4.113 0.328
H -1.447 -3.273 1.577 0.315
H 0.709 -4.262 0.222 0.069
H -0.267 -5.668 -0.585 0.358
H 2.364 -6.201 -1.751 0.231
H 1.669 -7.127 -0.192 0.304
H 2.917 -5.631 -0.040 0.202
C 6.391 2.231 0.485 -0.941
C 7.389 2.614 -0.596 -0.329
C 7.758 1.453 -1.522 -0.555
C 8.450 0.264 -0.845 -0.628
C 9.745 0.593 -0.099 -0.424
C 10.840 1.137 -1.004 -1.206
H 6.799 1.476 1.163 0.430
H 6.131 3.109 1.085 0.335
H 5.468 1.839 0.044 -0.097
H 8.288 3.036 -0.134 0.412
H 6.951 3.415 -1.204 0.221
H 8.397 1.836 -2.326 0.365
H 6.847 1.087 -2.012 0.160
H 8.664 -0.492 -1.612 0.380
H 7.753 -0.211 -0.144 0.266
H 10.112 -0.324 0.377 0.384
H 9.551 1.304 0.711 0.237
H 11.077 0.426 -1.801 0.287
H 11.753 1.310 -0.424 0.378
H 10.553 2.088 -1.461 0.285
C -6.411 -1.771 4.663 -1.063
C -7.728 -2.142 4.001 -0.155
C -8.952 -1.559 4.711 -0.800
C -9.165 -2.033 6.154 -0.741
C -9.295 -3.547 6.336 -0.339
C -10.496 -4.141 5.615 -1.179
H -6.340 -2.174 5.678 0.302
H -5.573 -2.177 4.087 0.248
H -6.291 -0.684 4.713 0.267
H -7.809 -3.233 3.930 0.243
H -7.716 -1.768 2.971 0.273
H -9.844 -1.788 4.117 0.311
H -8.869 -0.464 4.718 0.381
H -10.070 -1.550 6.544 0.381
H -8.340 -1.675 6.780 0.306
H -9.394 -3.759 7.407 0.357
H -8.382 -4.053 6.006 0.251
H -11.426 -3.675 5.956 0.288
H -10.562 -5.215 5.819 0.369
H -10.421 -4.014 4.532 0.284
C 3.389 3.192 -2.074 -0.556
C 3.747 4.644 -2.353 -0.622
C 3.917 5.482 -1.083 -0.415
C 2.665 5.616 -0.209 -0.820
C 1.436 6.207 -0.904 -0.313
C 1.647 7.632 -1.393 -1.213
H 2.422 3.103 -1.571 0.239
H 3.326 2.634 -3.014 0.473
H 4.151 2.715 -1.449 -0.173
H 2.991 5.089 -3.008 0.348
H 4.690 4.667 -2.911 0.378
H 4.270 6.480 -1.368 0.401
H 4.717 5.044 -0.474 0.064
H 2.915 6.239 0.658 0.398
H 2.398 4.632 0.196 0.331
H 0.601 6.204 -0.193 0.373
H 1.127 5.573 -1.742 0.190
H 1.921 8.292 -0.565 0.284
H 0.723 8.016 -1.839 0.382
H 2.430 7.687 -2.155 0.284
```


# 2
Computed, not measured: an isolated molecule of C2H4N2S2, with ωB97M-V/def2-TZVPD.

Results
structure (SMILES)	NC(=S)/C=N/S
frontier orbital gap	0.3109	Ha
E_tot	-984.4672	hartree
E_HOMO	-8.70	eV
E_LUMO	-0.24	eV

```
10
Properties=species:S:1:pos:R:3:mulliken_charge:R:1
N 1.678 -1.163 -0.128 -0.334
C 0.821 -0.397 -0.849 0.061
S 0.706 -0.094 -2.452 -0.343
C -0.258 0.290 -0.004 0.144
N -0.384 0.017 1.217 -0.422
S -1.612 0.720 2.105 -0.111
H 1.462 -1.096 0.853 0.265
H 2.539 -1.553 -0.467 0.207
H -0.806 1.032 -0.617 0.379
H -1.137 0.263 3.275 0.155
```